Entry from OMol25: a 2-piece molecular cluster, C3H7BO overall (ωB97M-V/def2-TZVPD).

Cartesian coordinates (Å):
1 B 0.4248 0.0070 0.3609
2 C -2.4856 0.5182 -1.3071
3 C 0.3736 -1.5038 0.7233
4 C 1.4255 1.2180 0.2433
5 O -2.6729 1.3518 -2.1382
6 H -2.9397 -0.4990 -1.5372
7 H 0.5783 -1.5347 1.8983
8 H 1.0343 -2.0595 0.1881
9 H -0.5708 -1.8840 0.7536
10 H 2.4234 0.8611 0.7053
11 H 1.0945 1.9918 0.8825
12 H 1.3145 1.5333 -0.7728

## Properties
- HOMO (alpha / beta) (eV) = -8.192 / -6.354
- lowest unoccupied orbital energy (alpha / beta) (eV) = 0.3 / 0.1

---

Entry from OMol25: one molecule with the formula C3H7BO2S (ωB97M-V/def2-TZVPD).

Cartesian coordinates (Å):
1 B -1.7417 0.1202 -0.0162
2 C 0.1515 -1.2470 -0.3335
3 C 0.9543 -0.2832 0.4803
4 C 1.8944 0.6815 -0.0934
5 O -1.1460 -1.2799 -0.0207
6 O -1.0605 1.1391 0.0346
7 S -3.5770 0.1703 -0.0740
8 H 0.3783 -0.9910 -1.3725
9 H 0.6130 -2.2192 -0.0170
10 H 0.9136 -0.3102 1.6235
11 H 1.3264 1.6581 -0.0183
12 H 2.2650 0.5490 -1.0461
13 H 2.6146 0.6162 0.6559
14 H -3.5858 1.3961 0.1972

## Properties
- HOMO (alpha / beta) (eV) = -8.682 / -8.682
- lowest unoccupied orbital energy (alpha / beta) (eV) = -1.8 / -1.8